Record 1
ORCA calculation (ωB97M-V with the def2-TZVPD basis set) on a molecular structure, C28H21AuN4O2S.

Cartesian coordinates (Å):
Au -0.60412 0.32744 0.49870
S 2.17009 -1.38627 0.38694
O 2.30868 -0.20878 1.18396
O 2.58241 -2.66315 0.86978
N -2.06497 -0.99734 -0.58581
N -1.49225 2.23425 0.72850
N 0.46225 -1.44723 0.13358
N -0.10966 0.88209 2.64111
C 0.74857 0.67528 4.84718
C 3.71346 -0.55809 -3.76950
C -1.04370 3.93521 4.51177
C -3.70336 -2.98686 -1.58343
C -0.63446 2.08521 2.96461
C 2.87682 0.23909 -1.64461
C -1.87442 4.06794 2.24311
C -3.32078 -0.73565 -0.90641
C -1.79381 -4.57305 -1.40909
C -2.53529 4.75380 1.20909
C -2.37169 -3.28253 -1.24091
C 0.23530 1.89754 5.18943
C 4.23298 -0.28703 -5.14922
C -0.47043 -4.80005 -1.08103
C -2.64414 4.17614 -0.03050
C 3.35232 0.48758 -2.91952
C 3.59532 -1.87249 -3.30925
C 0.32850 -3.79015 -0.57443
C -0.48176 2.64513 4.23819
C -2.10752 2.90702 -0.23356
C -4.18078 -1.71306 -1.41432
C -1.35365 2.79956 1.95513
C -1.70696 4.61702 3.55565
C -0.19774 -2.48620 -0.36207
C -1.58114 -2.24489 -0.73040
C 2.76156 -1.08141 -1.22044
C 3.12491 -2.14587 -2.04019
C 0.56045 0.19506 3.54638
H 1.34782 -3.99852 -0.29093
H 2.63084 1.04844 -0.97050
H 4.41690 0.77301 -5.30807
H 0.96888 -0.75541 3.24045
H -4.33839 -3.76952 -1.97948
H 5.16028 -0.83170 -5.32704
H 0.37652 2.29623 6.18613
H 1.30346 0.07746 5.55554
H -0.04550 -5.78564 -1.21135
H -2.40616 -5.37324 -1.80462
H -2.17711 2.42253 -1.19943
H -0.91805 4.35525 5.50108
H -3.13518 4.68320 -0.84820
H 3.46763 1.50986 -3.25556
H 3.90129 -2.68855 -3.95166
H -3.66379 0.27994 -0.75460
H -2.94688 5.73721 1.39803
H 3.08195 -3.16261 -1.67408
H -5.19885 -1.45366 -1.66581
H 3.51567 -0.62420 -5.89990
H -2.12231 5.59464 3.76156

## Properties
Molecular weight ... 674.5 g mol⁻¹
Charge ... +2
Largest force on an atom ... 0.01031 hartree/bohr
Orbital gap (alpha / beta) ... 0.287 / 0.218 Ha
Total energy ... -1982.4553 hartree
Multiplicity ... 3

Charge distribution, Mulliken scheme, values in e: atom 1 (Au): 1.181, atom 2 (S): 1.202, atom 3 (O): -0.658, atom 4 (O): -0.663, atom 5 (N): -0.417, atom 6 (N): -0.476, atom 7 (N): -0.298, atom 8 (N): -0.258, atom 9 (C): -1.058, atom 10 (C): 0.862, atom 11 (C): -0.903, atom 12 (C): -0.556, atom 13 (C): 0.284, atom 14 (C): -0.600, atom 15 (C): 0.779, atom 16 (C): -0.228, atom 17 (C): -0.729, atom 18 (C): -0.407, atom 19 (C): 1.192, atom 20 (C): -0.512, atom 21 (C): -1.401, atom 22 (C): -1.159, atom 23 (C): -0.999, atom 24 (C): -0.850, atom 25 (C): -0.770, atom 26 (C): -0.334, atom 27 (C): 0.941, atom 28 (C): -0.012, atom 29 (C): -0.843, atom 30 (C): 0.374, atom 31 (C): -0.954, atom 32 (C): 0.804, atom 33 (C): 0.030, atom 34 (C): 0.402, atom 35 (C): -0.386, atom 36 (C): -0.039, atom 37 (H): 0.723, atom 38 (H): 0.544, atom 39 (H): 0.363, atom 40 (H): 0.428, atom 41 (H): 0.469, atom 42 (H): 0.372, atom 43 (H): 0.459, atom 44 (H): 0.434, atom 45 (H): 0.445, atom 46 (H): 0.445, atom 47 (H): 0.561, atom 48 (H): 0.433, atom 49 (H): 0.428, atom 50 (H): 0.350, atom 51 (H): 0.431, atom 52 (H): 0.483, atom 53 (H): 0.466, atom 54 (H): 0.450, atom 55 (H): 0.412, atom 56 (H): 0.328, atom 57 (H): 0.432


Record 2
ORCA calculation (ωB97M-V with the def2-TZVPD basis set) on a molecular structure, C28H21BF2N6O5PbSe.

Cartesian coordinates (Å):
Pb -0.34991 -1.07892 -0.06603
Se 6.45015 -0.81337 -0.87062
F -3.04651 -3.58015 -0.38404
F -3.60950 -2.23221 -2.11258
O 1.10530 -0.18829 -2.05754
O 2.69262 -1.73056 3.48637
O 0.80720 -0.99463 1.92982
O -1.31755 0.81523 -1.19907
O -3.55772 -1.39187 0.10941
N -0.65189 0.61251 2.70486
N 2.11522 -2.44266 -0.25316
N -1.45878 0.23631 1.64526
N 3.47162 -0.57480 -0.38425
N 2.37341 1.50926 0.14647
N 5.83665 -2.43226 -0.39615
C -2.56303 0.98437 1.60997
C 2.14268 1.76064 5.63591
C 1.41103 0.27954 3.86107
C -5.99847 1.15793 -0.93363
C -1.39273 1.24247 -2.39906
C 2.98392 -4.64513 -0.07512
C 1.27201 1.44783 4.60565
C 0.45620 -0.04791 2.77081
C -2.74375 2.37926 -4.09502
C 2.17496 0.87083 -3.85535
C -0.50980 1.73385 -4.63934
C -4.50979 2.10012 0.70596
C -0.32796 1.18231 -3.35648
C -5.26515 -0.02508 -0.86736
C -1.69067 2.31328 -5.02858
C 3.34781 -1.94475 -0.27691
C 4.26622 -4.13971 -0.11747
C -5.60763 2.21967 -0.10932
C -3.69160 0.93167 0.76055
C 2.47870 -0.58337 4.16083
C 0.94997 0.57408 -3.00921
C 4.53037 -2.76163 -0.27357
C -4.16206 -0.14004 -0.04935
C 2.83083 0.41015 -0.13093
C 1.92597 -3.75889 -0.17267
C 3.18719 0.89106 5.93232
C -2.60286 1.87839 -2.83212
C 3.35406 -0.27002 5.20010
B -3.42531 -2.36662 -0.79762
H 0.89367 -4.09640 -0.17638
H 0.45102 2.10439 4.35027
H 2.23879 1.92545 -4.12110
H -1.81014 2.70742 -6.02971
H 2.06866 -1.71716 2.71726
H 3.88402 1.12563 6.72913
H 1.43896 1.77383 -0.12474
H -3.68368 2.84130 -4.38007
H 4.16899 -0.95336 5.40094
H 3.05397 0.56891 -3.29008
H -3.40717 1.92921 -2.10853
H -6.85401 1.23784 -1.59072
H -6.16944 3.14690 -0.11528
H -2.57016 1.81025 2.32038
H 2.13921 0.28812 -4.77894
H 2.80113 -5.70821 0.02423
H 5.13128 -4.78819 -0.05995
H 0.30490 1.67705 -5.35173
H -5.56960 -0.87880 -1.45798
H -4.21104 2.93764 1.32596
H 2.01919 2.68029 6.19423

## Properties
Molecular weight ... 856.5 g mol⁻¹
Charge ... -2
Energy relative to the best compared isomer or geometry (same formula, charge and spin) ... 1.1697 eV
Largest force on an atom ... 0.01002 hartree/bohr
Orbital gap (alpha / beta) ... 0.193 / 0.162 Ha
Total energy ... -4603.3968 hartree

Charge distribution, Mulliken scheme, values in e: atom 1 (Pb): 1.474, atom 2 (Se): -0.437, atom 3 (F): -0.233, atom 4 (F): -0.257, atom 5 (O): -0.311, atom 6 (O): -0.749, atom 7 (O): -0.791, atom 8 (O): -0.481, atom 9 (O): -0.512, atom 10 (N): -0.825, atom 11 (N): 0.110, atom 12 (N): 0.325, atom 13 (N): -0.006, atom 14 (N): -0.865, atom 15 (N): -0.928, atom 16 (C): -1.129, atom 17 (C): -0.741, atom 18 (C): 0.241, atom 19 (C): -0.763, atom 20 (C): -0.207, atom 21 (C): -0.770, atom 22 (C): -0.509, atom 23 (C): 1.002, atom 24 (C): -0.486, atom 25 (C): -1.581, atom 26 (C): -0.671, atom 27 (C): -1.004, atom 28 (C): 0.557, atom 29 (C): -0.361, atom 30 (C): -0.724, atom 31 (C): -0.051, atom 32 (C): -0.188, atom 33 (C): -0.576, atom 34 (C): 1.130, atom 35 (C): 0.226, atom 36 (C): 0.716, atom 37 (C): 0.441, atom 38 (C): 0.770, atom 39 (C): 0.595, atom 40 (C): -0.285, atom 41 (C): -0.247, atom 42 (C): -0.273, atom 43 (C): -0.617, atom 44 (B): 0.595, atom 45 (H): 0.368, atom 46 (H): 0.425, atom 47 (H): 0.397, atom 48 (H): 0.349, atom 49 (H): 0.382, atom 50 (H): 0.346, atom 51 (H): 0.332, atom 52 (H): 0.412, atom 53 (H): 0.412, atom 54 (H): 0.310, atom 55 (H): 0.187, atom 56 (H): 0.333, atom 57 (H): 0.350, atom 58 (H): 0.316, atom 59 (H): 0.380, atom 60 (H): 0.359, atom 61 (H): 0.394, atom 62 (H): 0.327, atom 63 (H): 0.343, atom 64 (H): 0.309, atom 65 (H): 0.361


Record 3
ORCA calculation (ωB97M-V with the def2-TZVPD basis set) on a molecular structure, C28H21BiBrI2N7O7.

Cartesian coordinates (Å):
Bi 0.60373 -1.24688 0.95917
I 3.39975 -3.31712 0.42603
I 0.03280 -4.66583 0.45692
Br 4.28358 -2.17547 -6.28227
O -1.03668 -0.78490 -0.53082
O 0.30738 4.73249 4.00581
O 0.79787 -1.89085 3.27852
O -1.39127 -1.80125 2.03394
O 2.32050 3.76165 3.94040
O 2.49751 -0.11083 1.82399
O 3.24752 1.73066 2.86290
N -0.24015 -2.06729 3.98082
N 0.43633 2.51621 -5.73467
N 1.39793 0.36334 -0.86862
N -0.04903 0.80605 1.86133
N -1.33246 -2.01090 3.33058
N -0.88351 2.63303 2.67411
N -0.38975 2.70750 -4.83377
C 3.07255 -0.73472 -6.09598
C 1.03389 3.82363 3.68136
C -1.16952 1.49519 2.01438
C 1.89213 2.16919 -2.90627
C -3.74644 -2.07607 3.31380
C -2.57028 -2.16554 4.03740
C 2.62076 1.60767 -6.15634
C 0.46006 2.66615 2.95475
C -1.92836 0.48183 -2.30827
C 2.87394 1.82487 -2.02510
C -0.88184 0.08171 -1.49630
C 0.40380 0.68626 -1.73908
C 0.96583 1.52225 2.43727
C -4.98177 -2.44365 5.34702
C -2.57284 -2.39669 5.40592
C -4.95583 -2.21627 3.98094
C 1.74588 -0.99615 -5.78592
C 2.12732 -5.01465 0.39637
C 1.30653 1.36498 -5.78590
C 2.58668 0.89408 -1.01195
C -0.48096 1.86776 -3.67166
C -3.78792 -2.53412 6.05271
C 0.86161 0.05634 -5.62790
C -2.52966 1.12879 1.54854
C 0.61018 1.57804 -2.80787
C 2.35925 1.01590 2.39212
C -1.72366 1.37977 -3.36516
C 3.51886 0.56097 -6.29051
H -3.70331 -1.90888 2.24882
H -1.51524 3.37473 2.94339
H -2.90955 0.06851 -2.11949
H -2.48105 0.20388 0.97815
H -5.92519 -2.55365 5.86224
H -0.16998 -0.14657 -5.38039
H 2.93662 2.62760 -6.32930
H 2.33593 -5.55729 -0.51688
H -5.87887 -2.14917 3.42305
H -1.64143 -2.46295 5.94756
H 1.40681 -2.01491 -5.66387
H -2.55386 1.66899 -3.99793
H 2.08244 2.91114 -3.66944
H -3.19441 0.99413 2.40269
H 3.33364 0.61013 -0.28082
H -3.80013 -2.71324 7.11857
H 2.37292 -5.60070 1.27299
H 2.71555 2.90231 3.60592
H 3.85785 2.26696 -2.07925
H 4.54882 0.74976 -6.55559
H -2.92980 1.92209 0.91685

## Properties
Molecular weight ... 1110.2 g mol⁻¹
Largest force on an atom ... 0.02180 hartree/bohr
Orbital gap ... 0.262 Ha
Total energy ... -5373.5823 hartree

Charge distribution, Mulliken scheme, values in e: atom 1 (Bi): 0.859, atom 2 (I): 0.099, atom 3 (I): 0.088, atom 4 (Br): -0.181, atom 5 (O): -0.608, atom 6 (O): -0.628, atom 7 (O): -0.399, atom 8 (O): -0.573, atom 9 (O): -0.565, atom 10 (O): -0.487, atom 11 (O): -0.857, atom 12 (N): -0.533, atom 13 (N): -0.405, atom 14 (N): 0.040, atom 15 (N): 0.537, atom 16 (N): 1.088, atom 17 (N): 0.003, atom 18 (N): -0.522, atom 19 (C): 0.066, atom 20 (C): 0.482, atom 21 (C): -0.101, atom 22 (C): -0.476, atom 23 (C): -0.341, atom 24 (C): 0.404, atom 25 (C): -0.233, atom 26 (C): 0.357, atom 27 (C): -0.803, atom 28 (C): -1.307, atom 29 (C): 0.808, atom 30 (C): 0.147, atom 31 (C): -0.006, atom 32 (C): -0.487, atom 33 (C): -0.361, atom 34 (C): -0.702, atom 35 (C): -0.552, atom 36 (C): -0.914, atom 37 (C): 0.164, atom 38 (C): -0.454, atom 39 (C): -0.120, atom 40 (C): -0.494, atom 41 (C): -0.159, atom 42 (C): -1.271, atom 43 (C): 0.710, atom 44 (C): 0.774, atom 45 (C): -0.492, atom 46 (C): -0.485, atom 47 (H): 0.444, atom 48 (H): 0.263, atom 49 (H): 0.494, atom 50 (H): 0.014, atom 51 (H): 0.392, atom 52 (H): 0.450, atom 53 (H): 0.461, atom 54 (H): 0.426, atom 55 (H): 0.379, atom 56 (H): 0.453, atom 57 (H): 0.440, atom 58 (H): 0.418, atom 59 (H): 0.612, atom 60 (H): 0.403, atom 61 (H): 0.690, atom 62 (H): 0.382, atom 63 (H): 0.421, atom 64 (H): 0.446, atom 65 (H): 0.438, atom 66 (H): 0.434, atom 67 (H): 0.434


Record 4
ORCA calculation (ωB97M-V with the def2-TZVPD basis set) on a molecular structure, C28H21Cl3N4O4Sc.

Cartesian coordinates (Å):
Sc 0.11111 -0.89002 -0.20633
Cl 2.19565 5.90971 2.37762
Cl 4.25126 -1.47149 -5.82970
Cl 5.01187 -1.21392 -0.51595
O -1.94198 -0.29940 0.01293
O 2.00283 -1.11667 -0.39224
O -0.30692 1.12052 -0.37898
O -2.05993 3.23464 -0.67233
N 0.35727 -1.12486 -2.46930
N -0.94788 -2.69258 2.59276
N 0.41176 -0.84946 2.00408
N -0.74252 -2.95711 0.23638
C -1.26204 -3.33286 1.40184
C 4.42784 -1.34148 -3.15702
C -0.09200 -1.20463 -4.81064
C 1.20701 0.17701 2.39050
C -0.33356 5.01769 2.04213
C 1.70333 -1.21655 -2.73476
C -1.09543 -3.65906 -0.86952
C -1.55404 0.89126 -0.20217
C -2.55748 2.01015 -0.21046
C -1.96136 -4.71248 -0.86452
C 1.46581 0.47596 3.69627
C 2.18839 -1.29853 -4.04655
C -2.15406 -4.41035 1.49700
C 0.08826 -1.39227 4.29653
C 3.90851 -1.25212 -1.84066
C -2.50593 -5.09209 0.36412
C -1.37399 4.38482 1.35933
C -0.12860 -1.62253 2.93447
C 1.18037 4.65037 0.20664
C 1.24270 -1.29481 -5.09241
C 0.92350 5.13103 1.48084
C 2.56703 -1.19723 -1.60723
C -2.75153 4.34659 1.97180
C 0.88261 -0.33834 4.66937
C -1.08621 3.86262 0.10176
C -0.49392 -1.12030 -3.47282
C 3.59667 -1.36611 -4.22835
C 0.16061 4.01615 -0.47875
H 5.49925 -1.38776 -3.29722
H -1.36667 -3.13427 3.39371
H -0.83331 -1.19105 -5.59636
H -1.54429 -1.04010 -3.21585
H -0.52107 5.45049 3.01769
H 2.16188 4.76536 -0.23397
H -0.36050 -2.04582 5.03425
H -3.20068 -5.91970 0.42904
H -2.85827 5.14784 2.70189
H -3.37374 1.70591 -0.86407
H 1.05984 -0.14818 5.72015
H -2.96869 2.06931 0.79818
H -2.56115 -4.68721 2.46083
H -3.52917 4.47365 1.21757
H -2.94829 3.41098 2.50072
H 1.58566 -1.35858 -6.11662
H 0.32438 3.61185 -1.46869
H 1.63684 0.76642 1.59217
H 2.10177 1.31180 3.94644
H -2.20266 -5.22585 -1.78309
H -0.63616 -3.33634 -1.79247

## Properties
Molecular weight ... 628.8 g mol⁻¹
Charge ... +1
Largest force on an atom ... 0.02657 hartree/bohr
Orbital gap ... 0.279 Ha
Total energy ... -3740.9555 hartree

Charge distribution, Mulliken scheme, values in e: atom 1 (Sc): -0.039, atom 2 (Cl): -0.220, atom 3 (Cl): -0.236, atom 4 (Cl): -0.201, atom 5 (O): -0.607, atom 6 (O): -0.577, atom 7 (O): -0.391, atom 8 (O): -0.597, atom 9 (N): 0.353, atom 10 (N): 0.046, atom 11 (N): 0.246, atom 12 (N): 0.171, atom 13 (C): 0.875, atom 14 (C): -0.625, atom 15 (C): -1.205, atom 16 (C): -0.426, atom 17 (C): -0.746, atom 18 (C): 1.037, atom 19 (C): -0.120, atom 20 (C): 1.230, atom 21 (C): -0.611, atom 22 (C): -1.018, atom 23 (C): -0.923, atom 24 (C): -0.417, atom 25 (C): -0.829, atom 26 (C): -0.910, atom 27 (C): 0.594, atom 28 (C): -0.375, atom 29 (C): 0.997, atom 30 (C): 0.777, atom 31 (C): -0.634, atom 32 (C): -0.652, atom 33 (C): 0.064, atom 34 (C): -0.337, atom 35 (C): -1.684, atom 36 (C): -0.376, atom 37 (C): 0.572, atom 38 (C): -0.182, atom 39 (C): 0.603, atom 40 (C): -0.452, atom 41 (H): 0.470, atom 42 (H): 0.165, atom 43 (H): 0.423, atom 44 (H): 0.588, atom 45 (H): 0.429, atom 46 (H): 0.453, atom 47 (H): 0.419, atom 48 (H): 0.424, atom 49 (H): 0.469, atom 50 (H): 0.439, atom 51 (H): 0.426, atom 52 (H): 0.190, atom 53 (H): 0.379, atom 54 (H): 0.374, atom 55 (H): 0.288, atom 56 (H): 0.453, atom 57 (H): 0.478, atom 58 (H): 0.530, atom 59 (H): 0.492, atom 60 (H): 0.463, atom 61 (H): 0.470


Q: What is the molecular weight in the first record?
A: 674.5 g mol⁻¹


Q: Which of these has the lowest total energy?
A: C28H21BiBrI2N7O7


Q: Which value of largest force on an atom does entry 3 give?
A: 0.02180 hartree/bohr